No. 1
DFT (the ωB97M-V functional and the def2-TZVPD basis) results for a molecular structure, C3H2Li2O2 in a non-equilibrium geometry.

Output
- E_HOMO (eV) = -6.95
- total energy (eV) = -7645.70214

Geometry as ORCA input:
```
! RIJCOSX wB97M-V def2-TZVPD def2/J DEFGRID3
* xyz 0 1
O 0.190 0.785 -0.341
C 1.309 0.194 0.116
C -1.138 0.419 0.152
O 2.376 0.704 -0.323
C -1.494 -0.842 -0.140
Li 3.054 -0.914 0.547
H -2.518 -1.159 0.074
H -0.821 -1.577 -0.601
Li -0.957 2.391 0.516
*
```

No. 2
DFT (the ωB97M-V functional and the def2-TZVPD basis) results for a molecular structure, C11H9Br2F6N4O5PbS3 in a non-equilibrium geometry.

Output
- E_HOMO (eV) = -5.11
- total energy (eV) = -221896.34461

Geometry as ORCA input:
```
! RIJCOSX wB97M-V def2-TZVPD def2/J DEFGRID3
* xyz -1 1
Pb 0.690 -1.538 1.010
N 0.939 -1.172 5.668
C 0.568 -1.107 4.343
S 0.397 -2.650 3.537
N 0.344 0.082 3.890
N -0.079 0.164 2.557
C -0.749 1.229 2.321
C -1.532 1.571 1.151
C -2.350 2.704 1.320
C -3.289 3.082 0.391
C -3.431 2.300 -0.760
C -2.627 1.205 -0.967
C -1.630 0.820 -0.044
O -0.831 -0.169 -0.361
H 1.309 -2.047 5.990
H 1.271 -0.323 6.092
H -0.844 1.914 3.164
H -2.233 3.282 2.231
H -3.903 3.958 0.552
H -4.174 2.561 -1.505
H -2.703 0.634 -1.880
Br 3.734 -0.660 1.783
C 4.414 -0.942 -0.007
Br 3.891 -2.637 -0.738
H 5.492 -0.918 0.055
H 3.992 -0.165 -0.630
F 1.827 0.972 -4.341
C 2.243 0.810 -3.085
F 3.174 -0.158 -3.079
F 2.856 1.945 -2.707
S 0.863 0.452 -1.910
O 1.703 0.236 -0.724
O 0.113 1.668 -2.066
N 0.408 -0.824 -2.747
S -0.225 -2.224 -2.516
O -0.107 -2.814 -1.193
O 0.139 -3.063 -3.621
C -2.064 -2.060 -2.736
F -2.351 -1.072 -3.590
F -2.709 -1.841 -1.597
F -2.533 -3.202 -3.252
*
```

No. 3
DFT (the ωB97M-V functional and the def2-TZVPD basis) results for a molecular structure, C17H33BEuN6Si2 in a non-equilibrium geometry.

Output
- E_HOMO (spin up / spin down) (eV) = -3.85 / -5.28
- total energy (eV) = -62860.79454

Geometry as ORCA input:
```
! RIJCOSX wB97M-V def2-TZVPD def2/J DEFGRID3
* xyz 0 8
H -0.639 -0.283 -2.955
N 1.179 0.279 -2.022
B 3.106 1.647 -1.071
N 2.145 1.223 -2.232
C 1.889 1.785 -3.423
Eu 0.889 -0.394 1.121
H 2.563 2.510 -3.849
C 0.704 1.258 -3.929
H 0.221 1.542 -4.848
C 0.274 0.292 -3.020
H 3.992 2.298 -1.548
C 0.698 -0.291 3.584
H -0.126 -0.839 4.069
H 0.805 0.735 3.971
H 1.656 -0.841 3.666
N 3.682 0.380 -0.361
N 2.400 2.531 0.024
N 2.822 -0.578 0.225
N 1.466 1.997 0.909
C 4.955 0.033 -0.122
C 2.650 3.809 0.363
H 5.756 0.687 -0.430
H 3.359 4.384 -0.208
C 4.983 -1.194 0.546
C 1.887 4.147 1.478
C 3.647 -1.553 0.747
C 1.177 2.979 1.807
H 5.860 -1.743 0.835
H 1.849 5.087 1.990
H 3.240 -2.424 1.252
H 0.496 2.804 2.632
H 1.364 -0.489 -1.364
C -1.676 -2.616 -1.929
Si -1.882 -2.656 -0.051
C -3.584 -3.445 0.213
C -0.560 -3.795 0.683
C -1.722 -1.014 0.770
Si -2.819 0.440 0.451
C -4.482 0.363 1.353
C -1.934 2.000 1.028
C -3.248 0.676 -1.379
H -2.055 -3.557 -2.358
H -0.622 -2.519 -2.226
H -2.232 -1.796 -2.402
H -3.669 -4.373 -0.374
H -3.747 -3.697 1.272
H -4.400 -2.777 -0.100
H 0.425 -3.673 0.200
H -0.440 -3.619 1.767
H -0.863 -4.848 0.547
H -1.626 -1.151 1.883
H -4.353 0.453 2.441
H -5.138 1.185 1.029
H -5.011 -0.581 1.157
H -1.168 2.326 0.308
H -2.652 2.827 1.137
H -1.445 1.854 2.004
H -2.379 1.018 -1.960
H -3.634 -0.245 -1.836
H -4.033 1.444 -1.464
*
```

No. 4
DFT (the ωB97M-V functional and the def2-TZVPD basis) results for a molecular structure, C25H52BN12O2Sr.

Output
- E_HOMO (eV) = -15.14
- total energy (eV) = -50240.80921

Geometry as ORCA input:
```
! RIJCOSX wB97M-V def2-TZVPD def2/J DEFGRID3
* xyz 3 1
Sr -0.012 -0.378 -1.348
C -2.542 -3.617 -3.774
C -1.476 -2.725 -3.707
N -1.424 -2.122 -2.515
N -2.465 -2.611 -1.800
C -3.142 -3.507 -2.535
B -2.826 -2.195 -0.340
N -3.152 -0.682 -0.233
C -4.387 -0.172 -0.092
C -4.290 1.200 0.020
C -2.920 1.446 -0.069
N -2.231 0.313 -0.217
N -1.703 -2.568 0.650
C -1.790 -3.467 1.645
C -0.584 -3.499 2.316
C 0.200 -2.563 1.641
N -0.474 -2.004 0.635
H -2.847 -4.237 -4.598
H -0.765 -2.472 -4.481
H -4.009 -4.002 -2.130
H -3.810 -2.807 -0.044
H -5.247 -0.820 -0.076
H -5.091 1.907 0.139
H -2.407 2.395 -0.031
H -2.702 -4.018 1.805
H -0.319 -4.108 3.161
H 1.220 -2.268 1.843
N -2.143 1.816 6.697
C -1.945 3.318 6.598
C -0.461 3.659 6.584
C 0.264 3.131 5.346
N 0.399 1.670 5.478
C -0.482 3.519 4.066
C -1.993 3.278 4.055
N -2.310 1.840 3.931
C -2.643 3.812 5.335
H -1.451 1.385 7.307
H -2.018 1.422 5.732
H -3.077 1.592 7.040
H -2.413 3.747 7.483
H 0.026 3.288 7.490
H -0.385 4.748 6.623
H 1.244 3.618 5.301
H 1.133 1.454 6.146
H 0.686 1.253 4.600
H -0.025 3.013 3.209
H -0.322 4.588 3.906
H -2.410 3.841 3.213
H -1.932 1.451 3.070
H -3.318 1.739 3.824
H -3.707 3.560 5.354
H -2.589 4.902 5.341
N 4.196 -4.280 -4.878
C 3.480 -3.279 -3.984
C 3.840 -3.578 -2.534
C 3.243 -2.525 -1.583
N 1.782 -2.602 -1.430
C 3.661 -1.128 -2.037
C 3.262 -0.808 -3.476
N 1.798 -0.643 -3.622
C 3.864 -1.869 -4.417
H 3.948 -5.244 -4.639
H 5.212 -4.192 -4.777
H 3.974 -4.135 -5.867
H 2.420 -3.473 -4.169
H 4.930 -3.557 -2.427
H 3.498 -4.576 -2.247
H 3.676 -2.703 -0.598
H 1.513 -3.222 -0.673
H 1.319 -2.975 -2.254
H 4.746 -1.032 -1.949
H 3.221 -0.389 -1.368
H 3.712 0.149 -3.743
H 1.371 -1.491 -3.987
H 1.598 0.071 -4.315
H 4.955 -1.773 -4.379
H 3.553 -1.680 -5.448
C 3.024 2.255 -0.986
O 1.684 1.994 -1.397
C 1.201 3.000 -2.296
C -0.297 2.877 -2.297
O -0.675 1.624 -2.855
C -1.462 1.685 -4.047
H 3.099 3.245 -0.531
H 3.714 2.204 -1.833
H 3.301 1.509 -0.245
H 1.629 2.856 -3.293
H 1.492 3.991 -1.933
H -0.804 3.708 -2.789
H -0.608 2.889 -1.247
H -2.382 2.245 -3.877
H -1.723 0.659 -4.302
H -0.899 2.132 -4.869
*
```

No. 5
DFT (the ωB97M-V functional and the def2-TZVPD basis) results for 2 unconnected molecules or ions with the total composition CH4NS.

Output
- E_HOMO (eV) = -2.49
- total energy (eV) = -13427.21976

Geometry as ORCA input:
```
! RIJCOSX wB97M-V def2-TZVPD def2/J DEFGRID3
* xyz -1 1
S 1.752 0.953 0.693
H 1.128 2.124 0.906
C -1.441 -1.132 -0.310
N -2.216 -1.080 -1.310
H -0.364 -1.183 -0.466
H -1.782 -1.081 0.728
H -3.151 -0.786 -1.022
*
```

No. 6
DFT (the ωB97M-V functional and the def2-TZVPD basis) results for 2 unconnected molecules or ions with the total composition C31H56BrN3O4S4 in a non-equilibrium geometry.

Output
- E_HOMO (eV) = -8.45
- total energy (eV) = -159097.12583

Geometry as ORCA input:
```
! RIJCOSX wB97M-V def2-TZVPD def2/J DEFGRID3
* xyz 0 1
C 0.633 -1.265 3.821
C -0.447 -0.601 4.689
C -1.734 -1.438 4.606
C -2.628 -1.009 3.418
C -2.926 -2.156 2.430
C -3.030 -1.690 0.958
C -4.473 -1.722 0.453
C -4.770 -0.776 -0.712
N -3.627 -0.491 -1.596
C -4.029 0.607 -2.540
C -3.690 2.010 -1.990
C -2.870 2.836 -2.985
C -1.458 2.214 -3.164
C -0.326 3.125 -2.659
C 0.207 4.034 -3.761
C 1.351 4.930 -3.253
C 2.665 4.171 -3.142
C -3.168 -1.608 -2.300
S -3.992 -2.976 -2.606
S -1.538 -1.476 -2.972
C -0.557 -0.780 -1.611
C 0.851 -1.362 -1.656
C 1.497 -1.277 -3.053
C 2.943 -0.795 -3.062
Br 3.539 -0.947 -4.940
C 3.051 0.657 -2.661
C 4.492 1.238 -2.526
N 4.623 2.069 -1.322
S 5.861 0.026 -2.429
O 6.425 0.118 -1.119
O 6.726 0.248 -3.541
O 5.250 -1.432 -2.631
C 3.904 -1.609 -2.165
C 3.574 -3.067 -2.038
C 3.352 -3.600 -0.769
C 3.004 -4.942 -0.612
C 2.896 -5.706 -1.775
C 3.149 -5.079 -2.997
N 3.480 -3.802 -3.149
H 0.265 -1.322 2.796
H 1.580 -0.734 3.857
H 0.782 -2.284 4.175
H -0.113 -0.498 5.714
H -0.638 0.385 4.273
H -2.313 -1.339 5.522
H -1.461 -2.485 4.490
H -3.579 -0.642 3.801
H -2.173 -0.186 2.871
H -3.879 -2.604 2.707
H -2.185 -2.949 2.507
H -2.391 -2.325 0.348
H -2.677 -0.662 0.884
H -5.111 -1.417 1.283
H -4.763 -2.742 0.213
H -5.641 -1.121 -1.273
H -5.054 0.188 -0.287
H -3.548 0.456 -3.500
H -5.111 0.554 -2.625
H -3.140 1.914 -1.054
H -4.611 2.548 -1.769
H -3.376 2.797 -3.948
H -2.744 3.856 -2.630
H -1.450 1.323 -2.548
H -1.286 1.907 -4.193
H -0.720 3.726 -1.839
H 0.465 2.497 -2.244
H 0.562 3.423 -4.589
H -0.612 4.680 -4.076
H 1.052 5.281 -2.263
H 1.448 5.814 -3.879
H 2.504 3.211 -2.652
H 3.408 4.711 -2.563
H 3.057 3.951 -4.134
H -0.487 0.304 -1.655
H -1.035 -1.046 -0.676
H 1.469 -0.913 -0.880
H 0.772 -2.417 -1.387
H 0.942 -0.538 -3.637
H 1.402 -2.203 -3.607
H 2.476 1.230 -3.386
H 2.561 0.781 -1.695
H 4.680 1.899 -3.363
H 4.642 1.478 -0.498
H 3.796 2.650 -1.248
H 3.848 -1.167 -1.166
H 3.436 -2.960 0.099
H 2.809 -5.362 0.363
H 2.615 -6.746 -1.740
H 3.059 -5.664 -3.903
C -0.304 0.436 9.592
S -1.587 0.903 8.424
O -0.902 1.358 7.187
C -2.116 2.377 9.305
H 0.190 -0.453 9.204
H 0.416 1.248 9.686
H -0.758 0.210 10.557
H -1.271 3.056 9.420
H -2.515 2.093 10.279
H -2.895 2.854 8.716
*
```

No. 7
DFT (the ωB97M-V functional and the def2-TZVPD basis) results for 2 unconnected molecules or ions with the total composition C22H20F2NO2 in a non-equilibrium geometry.

Output
- E_HOMO (eV) = -9.74
- total energy (eV) = -34149.32097

Geometry as ORCA input:
```
! RIJCOSX wB97M-V def2-TZVPD def2/J DEFGRID3
* xyz 1 1
F -2.887 3.209 3.224
C -2.681 1.846 3.169
C -3.797 1.019 3.173
C -3.555 -0.365 3.173
C -2.265 -0.878 3.137
C -1.111 -0.026 3.088
C 0.186 -0.625 2.974
C 1.492 -0.037 3.061
C 2.644 -0.891 3.094
C 3.936 -0.379 3.132
C 4.178 1.005 3.146
C 3.065 1.833 3.140
F 3.271 3.195 3.202
C 1.758 1.364 3.115
C -1.376 1.376 3.153
H -4.801 1.429 3.200
H -4.406 -1.051 3.222
H -2.096 -1.960 3.156
H 0.179 -1.709 2.843
H 2.478 -1.973 3.094
H 4.790 -1.060 3.172
H 5.184 1.415 3.181
H 0.952 2.081 3.127
H -0.568 2.093 3.183
C -4.712 -4.343 0.695
C -3.758 -4.543 1.849
O -2.449 -4.494 1.189
C -1.397 -4.692 2.033
C -0.180 -4.559 1.308
N 0.976 -5.175 1.732
C 1.079 -5.782 2.972
C 2.322 -6.139 3.460
C 3.481 -5.898 2.723
C 3.338 -5.394 1.420
C 2.086 -5.120 0.911
O -1.568 -4.919 3.239
H -5.694 -3.997 1.032
H -4.265 -3.629 0.001
H -4.812 -5.286 0.145
H -3.823 -3.754 2.621
H -3.897 -5.525 2.325
H -0.229 -4.211 0.285
H 0.152 -5.941 3.504
H 2.352 -6.605 4.446
H 4.465 -6.088 3.142
H 4.198 -5.215 0.772
H 1.868 -4.834 -0.114
*
```

No. 8
DFT (the ωB97M-V functional and the def2-TZVPD basis) results for 2 unconnected molecules or ions with the total composition C3H4I2 in a non-equilibrium geometry.

Output
- E_HOMO (spin up / spin down) (eV) = -7.91 / -9.41
- total energy (eV) = -19373.28077

Geometry as ORCA input:
```
! RIJCOSX wB97M-V def2-TZVPD def2/J DEFGRID3
* xyz 0 3
C 0.957 -0.382 0.211
C -0.300 0.359 0.271
C -1.425 -0.131 -0.406
I 3.679 0.766 -0.210
I -3.336 0.797 -0.144
H 0.923 -1.078 -0.737
H 1.351 -0.624 1.220
H -0.509 1.237 0.958
H -1.341 -0.944 -1.163
*
```